150
Properties=species:S:1:pos:R:3:lowdin_spin:R:1 method="wB97M-V/def2-TZVPD" relative_energy_ev=0.000 s2=2.003 homo_energy_ev="-10.87 / -10.87" total_charge=+1 e_tot_ha=-5362.30324 largest_force_ev_per_a=2.2 multiplicity=3
Ni -4.97412 15.47686 41.50974 1.855
P -1.41582 15.69366 42.39445 0.002
F -1.39499 14.32544 43.26024 0.001
F -1.56959 16.62126 43.68716 0.001
F 0.18630 15.79699 42.34546 0.000
F -1.56527 17.06713 41.49049 0.000
F -1.36265 14.84676 40.98675 0.000
F -3.02574 15.51424 42.30282 0.023
C -2.02781 11.47605 44.53636 0.000
O -2.53213 10.64869 43.50309 0.000
C -3.83402 10.21191 43.82424 0.000
C -4.34062 9.39111 42.66478 0.000
O -5.64295 8.96361 43.03750 0.000
C -6.22476 7.96082 42.25421 0.000
C -6.66293 8.45681 40.86319 0.000
O -6.28464 7.62175 39.79507 0.000
C -5.01381 7.90817 39.27851 0.000
H -2.72884 12.30789 44.65975 0.000
H -1.06724 11.93203 44.29493 0.000
H -1.85666 10.96749 45.48911 0.000
H -4.40167 11.12389 44.03662 0.000
H -3.92773 9.58672 44.71912 0.000
H -3.71413 8.50432 42.52591 0.000
H -4.34569 9.91757 41.70468 0.000
H -7.06458 7.57337 42.83540 0.000
H -5.60733 7.05496 42.14925 0.000
H -6.26475 9.46898 40.72384 0.000
H -7.75057 8.52995 40.82601 0.000
H -4.82309 7.33356 38.36859 0.000
H -4.25988 7.63066 40.02241 0.000
H -4.91454 8.93049 38.88620 0.000
C 1.01497 16.88179 51.82038 0.000
O 2.41919 17.05935 51.78021 0.000
C 2.84185 17.93095 50.76760 0.000
C 2.77497 17.33911 49.34971 0.000
O 3.08882 18.39154 48.44105 0.000
C 2.27004 18.32631 47.28702 0.000
C 2.64127 19.41652 46.29784 0.000
O 1.60281 19.71093 45.37533 0.000
C 1.17639 18.58956 44.62528 0.000
H 0.76565 15.86838 52.13756 0.000
H 0.49743 17.03958 50.87142 0.000
H 0.62791 17.56510 52.58315 0.000
H 3.89962 18.12428 50.96136 0.000
H 2.39623 18.93165 50.80730 0.000
H 1.80845 16.87147 49.14849 0.000
H 3.54805 16.57740 49.23916 0.000
H 1.22682 18.44083 47.60384 0.000
H 2.42048 17.34080 46.82794 0.000
H 3.59926 19.25265 45.79607 0.000
H 2.74080 20.33587 46.88255 0.000
H 1.13635 18.83195 43.55947 0.000
H 0.13648 18.35595 44.88910 0.000
H 1.76151 17.68531 44.79114 0.000
C -3.33943 16.31127 38.89822 0.004
O -4.13502 16.09907 39.81867 0.027
N -3.19576 17.46046 38.27166 0.000
C -2.40966 17.55421 37.07403 0.000
C -3.97339 18.64569 38.66920 0.000
H -2.61377 15.54828 38.58903 0.000
H -3.04056 17.75135 36.20023 0.000
H -1.77134 16.68234 36.94991 0.000
H -1.74323 18.42122 37.03992 0.000
H -4.24441 18.53081 39.71124 0.000
H -3.35423 19.52996 38.52539 0.000
H -4.77552 18.71162 37.92963 0.000
C -2.33216 14.71833 46.84466 0.000
O -3.06961 13.73820 46.86725 0.000
N -2.43283 15.76837 47.67098 0.000
C -1.45680 16.84857 47.59063 0.000
C -3.46867 15.87577 48.66830 0.000
H -1.50617 14.78752 46.12864 0.000
H -1.12565 17.06796 48.60620 0.000
H -1.91633 17.74313 47.16046 0.000
H -0.59146 16.59584 46.98419 0.000
H -3.03491 16.13711 49.63447 0.000
H -4.17822 16.67859 48.44031 0.000
H -4.04711 14.96020 48.74018 0.000
C 1.25048 14.47145 46.18636 0.000
O 1.03833 14.35592 47.38683 0.000
N 1.81393 13.48849 45.46624 0.000
C 2.15663 12.21880 46.02784 0.000
C 1.94079 13.66856 44.02211 0.000
H 0.93738 15.30958 45.54480 0.000
H 3.07824 11.80199 45.61861 0.000
H 1.37859 11.45645 45.92127 0.000
H 2.34675 12.29214 47.09774 0.000
H 1.10782 13.08925 43.60970 0.000
H 1.93290 14.67867 43.62982 0.000
H 2.82459 13.16457 43.62664 0.000
C 0.47488 20.31252 39.13704 0.000
O 0.40923 21.03744 38.16321 0.000
N 0.90176 19.01255 39.07463 0.000
C 1.17452 18.33267 40.33123 0.000
C 1.44906 18.45968 37.85571 0.000
H 0.16560 20.63959 40.14031 0.000
H 0.82214 17.30140 40.27107 0.000
H 0.61767 18.80298 41.14463 0.000
H 2.19666 18.31395 40.72252 0.000
H 1.21775 19.15828 37.05604 0.000
H 2.51937 18.25185 37.89112 0.000
H 0.97078 17.49637 37.66126 0.000
C -5.54793 14.26915 44.48275 0.004
O -5.51340 14.88571 43.41081 0.022
N -6.24150 13.14433 44.63158 0.000
C -6.23375 12.50768 45.94817 0.000
C -6.98009 12.50332 43.57390 0.000
H -4.98023 14.51101 45.38605 0.000
H -5.94367 13.11770 46.80073 0.000
H -5.55912 11.65251 45.98096 0.000
H -7.27590 12.22098 46.10108 0.000
H -6.99021 13.10088 42.66920 0.000
H -6.53148 11.52810 43.36383 0.000
H -8.01140 12.27631 43.85103 0.000
C -3.70004 12.60373 40.92505 0.004
O -4.50352 13.52815 41.05935 0.022
N -3.42886 12.06171 39.73403 0.003
C -4.12854 12.45143 38.51090 0.000
C -2.52098 10.93577 39.59705 0.000
H -3.09473 12.19709 41.74363 0.000
H -3.36929 12.70580 37.77218 0.000
H -4.68500 13.36491 38.70887 0.000
H -4.79828 11.64976 38.20823 0.000
H -1.87734 10.88698 40.47793 0.000
H -2.96358 9.94187 39.51109 0.000
H -1.88254 11.12858 38.73576 0.000
C -5.37717 18.43008 42.56798 0.004
O -4.97874 17.31274 42.24330 0.026
N -5.02899 19.02917 43.69973 0.000
C -5.60349 20.30252 44.10064 0.000
C -4.20881 18.41850 44.71906 0.000
H -6.03171 19.02872 41.92567 0.000
H -6.26829 20.15753 44.95445 0.000
H -6.09870 20.88227 43.32598 0.000
H -4.78021 20.92237 44.46808 0.000
H -4.10955 17.35012 44.53405 0.000
H -3.20192 18.84041 44.76436 0.000
H -4.63214 18.54864 45.71677 0.000
C -3.26725 21.69337 40.59068 0.000
O -4.21922 20.94253 40.42143 0.000
N -2.27032 21.38763 41.43898 0.000
C -1.17455 22.32972 41.68948 0.000
C -2.26680 20.19836 42.26186 0.000
H -3.25097 22.70157 40.16298 0.000
H -0.83481 22.87421 40.80726 0.000
H -0.29143 21.76930 41.98914 0.000
H -1.44288 23.04731 42.46568 0.000
H -1.26469 20.04486 42.65770 0.000
H -2.78905 20.40156 43.20696 0.000
H -2.70022 19.33060 41.77689 0.000